[1]
C2H6NS | the ωB97M-V functional and the def2-TZVPD basis

Computed properties:
- frontier orbital gap (Eh) = 0.2461
- E_tot (eV) = -14497.309
- E_HOMO (eV) = -2.29
- LUMO energy (Ha) = 0.162
- structure (SMILES) = NCC[S-]
- ΔE to the lowest compared entry with this formula, charge and spin (eV) = 0.132

Structure (ORCA input):
```
! RIJCOSX wB97M-V def2-TZVPD def2/J DEFGRID3
* xyz -1 1
N 1.62063 0.57094 0.92061
C 0.30407 -0.02804 1.29680
C -0.78320 0.30334 0.29650
S -0.51812 -0.45407 -1.34321
H 1.43745 1.24422 0.17804
H 2.14684 -0.14993 0.43701
H 0.43176 -1.11238 1.31086
H 0.06750 0.37229 2.29015
H -0.84625 1.39258 0.16911
H -1.74767 -0.00560 0.68301
*
```

Atomic partial charges in e from the Löwdin method, atoms 1 to 8: N -0.06; C -0.42; C -0.81; S 0.04; H 0.03; H 0.03; H 0.08; H 0.08



[2]
C3H3NOS | the ωB97M-V functional and the def2-TZVPD basis

Computed properties:
- frontier orbital gap (Eh) = 0.3218
- E_tot (eV) = -17528.886
- E_HOMO (eV) = -8.42
- LUMO energy (Ha) = 0.012
- structure (SMILES) = N=C=CSC=O
- ΔE to the lowest compared entry with this formula, charge and spin (eV) = 3.054

Structure (ORCA input):
```
! RIJCOSX wB97M-V def2-TZVPD def2/J DEFGRID3
* xyz 0 1
N -1.66516 -1.99971 0.65417
C -0.85974 -1.20570 0.36781
C -0.15076 -0.37452 -0.30365
S 1.34001 0.09573 0.44179
C 1.15074 1.71763 -0.18338
O 1.82425 2.37035 -0.86594
H -1.21661 -2.92841 0.57281
H -0.68499 0.38085 -1.01755
H 0.26227 1.94378 0.33394
*
```

Atomic partial charges in e from the Löwdin method, atoms 1 to 8: N 0.18; C -0.34; C -0.47; S 0.92; C -0.66; O 0.07; H 0.12; H 0.14



[3]
C16H18Cl2N2O6 | the ωB97M-V functional and the def2-TZVPD basis

Computed properties:
- frontier orbital gap (Eh) = 0.3190
- E_tot (eV) = -57179.666
- E_HOMO (eV) = -8.97
- LUMO energy (Ha) = -0.011

Structure (ORCA input):
```
! RIJCOSX wB97M-V def2-TZVPD def2/J DEFGRID3
* xyz 0 1
C -1.31646 -3.00085 1.08655
C -2.44130 -3.17152 0.11341
H -2.25278 -3.78628 -0.71480
H -3.39904 -3.51819 0.68665
O -2.90855 -2.12942 -0.71704
C -3.50502 -1.05959 0.24456
O -3.80108 -1.19912 1.53590
N -3.73564 0.17452 -0.65433
C -4.07796 1.38255 0.10798
H -4.51086 1.03145 1.10742
H -4.73697 2.17880 -0.39354
C -2.81322 2.18108 0.44642
N -1.73627 1.68768 -0.63726
C -0.42249 1.68430 -0.35195
O 0.27441 1.36255 -1.46131
C 0.04599 1.56966 1.16809
H 0.00975 2.40529 1.58088
O 1.47459 1.33750 1.05598
C 1.98790 0.26489 0.53230
O 1.09233 -0.72767 0.64218
C 3.29209 0.05800 0.24413
C 4.05397 1.27008 0.55479
C 5.51541 1.15322 0.19316
C 6.01248 -0.15288 -0.02511
C 5.20914 -1.13178 -0.50157
C 3.94739 -1.16042 -0.00908
H 3.21514 -2.22011 -0.05290
Cl 5.93553 -2.68218 -0.71116
O 7.30705 -0.34217 -0.33676
H 7.62900 -1.26895 -0.59595
Cl 6.57838 2.51338 0.16497
H 3.73446 2.11551 0.52204
H -0.32062 0.83654 1.64274
C -2.38812 1.58384 -1.85328
H -3.04637 2.50477 -2.01988
C -3.12046 0.59644 -1.81392
H -2.48284 -0.43382 -2.27998
H -3.97397 0.47060 -2.32047
H -1.58629 1.73278 -2.55738
H -3.00566 3.28746 0.77501
H -2.23689 1.60267 1.64066
H -1.18133 -3.90466 1.58905
H -0.65491 -2.57019 0.48274
H -1.65995 -2.52580 1.89007
*
```

Atomic partial charges in e from the Löwdin method, atoms 1 to 8: C -0.04; C -0.28; H 0.10; H 0.15; O -0.07; C -0.14; O 0.00; N -0.03



[4]
C42H38CrGeN3OS2 | the ωB97M-V functional and the def2-TZVPD basis

Computed properties:
- frontier orbital gap (spin up / spin down) (Eh) = 0.1208 / 0.1207
- E_tot (eV) = -157293.158
- E_HOMO (spin up / spin down) (eV) = -1.48 / -1.48
- LUMO energy (spin up / spin down) (Ha) = 0.066 / 0.066

Structure (ORCA input):
```
! RIJCOSX wB97M-V def2-TZVPD def2/J DEFGRID3
* xyz -1 1
Cr -0.33748 0.90887 0.51836
C 3.31389 1.14876 4.24202
N 2.37668 2.19005 3.87447
C 2.43079 3.51716 4.25100
C 1.38953 4.13877 3.68738
N 0.67341 3.18570 2.95249
C 1.31206 1.96907 3.06099
S 0.97976 0.46460 2.40799
C -0.55174 3.50208 2.31634
C -1.27047 4.60124 2.78380
C -2.41790 4.98525 2.12237
C -2.83015 4.25421 1.01789
C -2.08487 3.15362 0.65765
N -0.96283 2.77397 1.28805
H 4.07698 1.58315 4.88355
H 3.77002 0.72935 3.34604
H 2.79774 0.34798 4.76909
H 3.22114 3.90434 4.86822
H 1.12361 5.17756 3.69732
H -0.95939 5.12506 3.67471
H -2.99013 5.83245 2.47570
H -3.72427 4.50877 0.46860
H -2.38775 2.51727 -0.16262
C 0.65312 1.23591 -0.76079
Ge 1.39406 1.08543 -2.50727
C 0.31792 -0.09242 -3.65463
C 0.41569 -1.47776 -3.53250
C -0.40043 -2.31962 -4.27466
C -1.32434 -1.78622 -5.16287
C -1.42745 -0.40953 -5.30287
C -0.61298 0.42829 -4.55086
C 1.49221 2.83808 -3.39658
C 1.14752 3.98235 -2.67860
C 1.19521 5.23850 -3.27068
C 1.58968 5.36827 -4.59522
C 1.93099 4.23767 -5.32582
C 1.87889 2.98452 -4.72891
C 3.19622 0.31158 -2.38014
C 4.28784 0.79993 -3.09505
C 5.54420 0.22000 -2.96458
C 5.72582 -0.86124 -2.11351
C 4.64988 -1.35118 -1.38488
C 3.39840 -0.76338 -1.51332
H 1.13613 -1.91017 -2.84612
H -0.32209 -3.39328 -4.15287
H -1.96623 -2.44167 -5.73825
H -2.14949 0.01348 -5.99104
H -0.71023 1.50343 -4.65996
H 0.83671 3.87463 -1.64396
H 0.92194 6.11725 -2.69825
H 1.62657 6.34661 -5.05893
H 2.23293 4.33205 -6.36209
H 2.13219 2.10733 -5.31598
H 4.16278 1.64870 -3.75869
H 6.38210 0.61478 -3.52725
H 6.70359 -1.31659 -2.01266
H 4.78460 -2.18776 -0.70980
H 2.57095 -1.12750 -0.91156
O -2.10901 0.23672 1.04940
S -1.53020 -1.01851 0.23298
C -4.55759 -2.55656 1.38705
C -4.23684 -2.78319 2.71143
C -4.22376 -4.09673 3.31049
C -3.82943 -4.31224 4.61216
C -3.41802 -3.26642 5.44943
C -3.44152 -1.97440 4.90913
C -3.83421 -1.72757 3.61160
C -1.09868 -2.26589 1.48304
C -0.94523 -3.61145 0.83205
C -1.37003 -4.75654 1.49979
C -1.18901 -6.00802 0.92988
C -0.58241 -6.13589 -0.31343
C -0.15924 -4.99850 -0.98616
C -0.33811 -3.74597 -0.41553
H -4.79971 -3.38393 0.72986
H -4.60890 -1.54884 0.99255
H -4.53472 -4.94042 2.70032
H -3.84209 -5.32952 4.99663
H -3.11140 -3.44755 6.47214
H -3.13437 -1.13309 5.52619
H -3.80642 -0.71317 3.22568
H -1.91631 -2.25314 2.20504
H -0.17015 -1.99399 1.98644
H -1.88032 -4.65408 2.45151
H -1.53751 -6.88800 1.45733
H -0.44712 -7.11488 -0.75738
H 0.31069 -5.08423 -1.95941
H -0.00194 -2.86377 -0.95051
*
```

Atomic partial charges in e from the Löwdin method, atoms 1 to 8: Cr 0.06; C -0.04; N -0.13; C -0.04; C -0.04; N 0.03; C -0.62; S 0.81



The highest E_tot belongs to which entry?
C2H6NS



Number 4 is which compound?
C42H38CrGeN3OS2



Which of these has the highest E_tot?
C2H6NS